[1]
ORCA calculation (ωB97M-V/def2-TZVPD) on one molecule with the formula C5H9NO.

Summary:
Multiplicity: 1
ΔE to the lowest compared entry with this formula, charge and spin in eV: 1.956
Frontier orbital gap in eV: 10.708
LUMO level in eV: 1.067
SMILES string: C[C@H]1N[C@H]1CC=O

Cartesian coordinates (Å):
O: -1.837 -0.229 -1.884
N: 1.708 0.357 0.358
C: -0.413 0.792 1.690
C: 0.659 0.179 -0.645
C: 0.458 1.101 0.499
C: -1.301 -1.203 -1.413
C: 0.044 -1.194 -0.732
H: 2.454 0.949 0.006
H: 0.482 2.158 0.231
H: -0.340 -0.261 1.972
H: -0.101 1.384 2.556
H: -0.062 -1.646 0.263
H: -1.461 1.028 1.472
H: 0.705 -1.877 -1.289
H: -1.792 -2.199 -1.470
H: 0.796 0.661 -1.614

These are the Löwdin partial charges, in e, on atoms 1 to 4: number 1, O, carries 0.052; number 2, N, carries 0.054; number 3, C, carries -0.056; number 4, C, carries -0.301

---

[2]
ORCA calculation (ωB97M-V/def2-TZVPD) on one molecule with the formula C5H9NO at a distorted geometry.

Summary:
Multiplicity: 1
ΔE to the lowest compared entry with this formula, charge and spin in eV: 3.144
Frontier orbital gap in eV: 10.393
LUMO level in eV: 1.051
SMILES string: C[C@H]1CC/C1=N\O

Cartesian coordinates (Å):
O: 2.514 -0.581 1.125
N: 1.556 -1.065 0.236
C: -0.725 1.272 -0.253
C: -0.564 -0.216 -0.682
C: 0.809 -0.125 -0.122
C: 0.798 1.373 0.030
C: -1.493 -1.262 -0.078
H: -1.552 -1.169 1.014
H: -1.129 1.938 -1.013
H: 1.353 1.839 -0.798
H: -1.305 1.368 0.669
H: 2.734 -1.428 1.497
H: 1.132 1.827 0.966
H: -0.496 -0.327 -1.760
H: -1.148 -2.276 -0.310
H: -2.502 -1.141 -0.486

These are the Löwdin partial charges, in e, on atoms 1 to 4: number 1, O, carries -0.053; number 2, N, carries 0.053; number 3, C, carries -0.121; number 4, C, carries -0.304

---

[3]
ORCA calculation (ωB97M-V/def2-TZVPD) on one molecule with the formula C5H9NO.

Summary:
Multiplicity: 1
ΔE to the lowest compared entry with this formula, charge and spin in eV: 4.674
Frontier orbital gap in eV: 9.364
LUMO level in eV: 0.860

Cartesian coordinates (Å):
O: -2.713 -0.549 0.446
N: 1.626 1.109 0.326
C: 0.491 0.276 -0.060
C: -0.902 0.909 -0.033
C: 1.538 0.615 -1.050
C: 0.281 -1.153 0.391
C: -1.864 -0.183 -0.480
H: -2.626 -0.055 1.292
H: -1.086 1.284 0.994
H: 1.364 1.375 -1.808
H: -0.549 -1.508 -0.263
H: -0.039 -1.183 1.446
H: 2.319 0.579 0.851
H: 1.110 -1.840 0.234
H: -1.009 1.751 -0.726
H: 2.212 -0.184 -1.359

These are the Löwdin partial charges, in e, on atoms 1 to 4: number 1, O, carries 0.011; number 2, N, carries 0.052; number 3, C, carries -0.531; number 4, C, carries -0.158

---

[4]
ORCA calculation (ωB97M-V/def2-TZVPD) on a 2-piece molecular cluster, C5H9NO overall at a distorted geometry.

Summary:
Multiplicity: 1
ΔE to the lowest compared entry with this formula, charge and spin in eV: 5.077
Frontier orbital gap (alpha / beta) in eV: 8.443 / 8.442
LUMO level (alpha / beta) in eV: 0.365 / 0.365

Cartesian coordinates (Å):
O: -1.965 -0.882 -1.350
N: -2.653 0.648 0.214
C: -3.094 1.373 1.167
C: 0.248 -0.783 1.446
C: 0.748 -0.239 0.360
C: 1.158 -1.117 -0.770
C: -2.799 0.084 -0.884
H: -0.004 -0.308 2.403
H: -3.851 1.141 1.901
H: -1.241 -0.966 -0.653
H: 1.183 0.764 0.222
H: 2.224 -1.203 -0.885
H: -2.519 2.241 1.275
H: 0.046 -1.798 1.591
H: 0.644 -2.166 -0.512
H: 0.656 -0.814 -1.718

These are the Löwdin partial charges, in e, on atoms 1 to 4: number 1, O, carries -0.032; number 2, N, carries -0.029; number 3, C, carries -0.007; number 4, C, carries -0.025

---

[5]
ORCA calculation (ωB97M-V/def2-TZVPD) on one molecule with the formula C5H9NO.

Summary:
Multiplicity: 1
ΔE to the lowest compared entry with this formula, charge and spin in eV: 2.705
Frontier orbital gap in eV: 10.458
LUMO level in eV: 0.903
SMILES string: C[C@H]1N[C@H]1CC=O

Cartesian coordinates (Å):
O: 1.862 -1.446 1.217
N: -0.600 1.552 -0.162
C: -1.084 -0.763 0.850
C: 0.006 0.596 -1.084
C: 1.428 -0.384 0.822
C: -1.197 0.214 -0.309
C: 1.326 -0.008 -0.644
H: 1.103 0.416 1.519
H: -1.146 2.242 -0.677
H: -0.123 -1.244 0.985
H: -2.150 0.172 -0.833
H: -1.682 -1.649 0.671
H: 2.143 0.711 -0.770
H: 1.534 -0.907 -1.232
H: -1.324 -0.288 1.805
H: -0.096 0.784 -2.157

These are the Löwdin partial charges, in e, on atoms 1 to 4: number 1, O, carries 0.020; number 2, N, carries 0.057; number 3, C, carries -0.049; number 4, C, carries -0.284

---

[6]
ORCA calculation (ωB97M-V/def2-TZVPD) on C5H9NO as an isolated structure.

Summary:
Multiplicity: 1
ΔE to the lowest compared entry with this formula, charge and spin in eV: 5.826
Frontier orbital gap in eV: 8.753
LUMO level in eV: 0.649

Cartesian coordinates (Å):
O: -0.370 -1.109 -0.737
N: 2.173 -0.588 0.003
C: 0.017 0.618 0.377
C: -0.428 1.723 -0.542
C: -0.792 0.392 1.625
C: 1.306 0.163 0.314
C: 0.787 -1.828 -0.981
H: -0.383 2.699 -0.040
H: 0.186 1.768 -1.445
H: -0.768 1.273 2.280
H: -0.425 -2.138 -1.367
H: 1.084 -2.616 -0.293
H: 1.347 -1.646 -1.896
H: -1.469 1.547 -0.835
H: -1.836 0.212 1.347
H: -0.429 -0.471 2.189

These are the Löwdin partial charges, in e, on atoms 1 to 4: number 1, O, carries -0.168; number 2, N, carries 0.146; number 3, C, carries -0.365; number 4, C, carries -0.053

---

Please write out number 1 again, unchanged.
ORCA calculation (ωB97M-V/def2-TZVPD) on one molecule with the formula C5H9NO.

Summary:
Multiplicity: 1
ΔE to the lowest compared entry with this formula, charge and spin in eV: 1.956
Frontier orbital gap in eV: 10.708
LUMO level in eV: 1.067
SMILES string: C[C@H]1N[C@H]1CC=O

Cartesian coordinates (Å):
O: -1.837 -0.229 -1.884
N: 1.708 0.357 0.358
C: -0.413 0.792 1.690
C: 0.659 0.179 -0.645
C: 0.458 1.101 0.499
C: -1.301 -1.203 -1.413
C: 0.044 -1.194 -0.732
H: 2.454 0.949 0.006
H: 0.482 2.158 0.231
H: -0.340 -0.261 1.972
H: -0.101 1.384 2.556
H: -0.062 -1.646 0.263
H: -1.461 1.028 1.472
H: 0.705 -1.877 -1.289
H: -1.792 -2.199 -1.470
H: 0.796 0.661 -1.614

These are the Löwdin partial charges, in e, on atoms 1 to 4: number 1, O, carries 0.052; number 2, N, carries 0.054; number 3, C, carries -0.056; number 4, C, carries -0.301

---

Question: Which of these has the lowest ΔE to the lowest compared entry with this formula, charge and spin?
Answer: number 1